# C50H32IN6OPbS2

A structure of composition C50H32IN6OPbS2 (wB97M-V/def2-TZVPD, the OMol25 dataset).

Structure (XYZ):
```
93
Properties=species:S:1:pos:R:3:forces:R:3
Pb 0.107 -2.873 1.076 0.263 0.150 -0.166
C 1.776 11.494 1.559 -0.085 -0.030 -0.010
O 0.569 10.744 1.612 0.074 0.133 -0.003
C 0.670 9.408 1.756 -0.054 -0.078 0.010
C -0.535 8.702 1.821 -0.066 0.023 0.005
C -0.530 7.333 1.962 0.035 -0.069 0.020
C 0.678 6.627 2.044 -0.114 -0.122 0.000
C 1.865 7.340 1.986 0.091 -0.007 0.021
C 1.873 8.721 1.843 0.180 -0.059 0.017
C 0.645 5.163 2.159 -0.219 -0.023 -0.074
N -0.444 4.430 2.253 0.038 -0.006 0.045
C -0.003 3.128 2.273 -0.317 0.057 0.034
C 1.358 3.068 2.186 0.111 0.009 0.182
N 1.766 4.378 2.116 0.288 0.048 0.032
C 2.070 1.838 2.102 0.053 -0.020 0.126
C 3.467 1.721 2.070 -0.017 0.109 -0.054
C 4.044 0.484 1.952 0.068 -0.024 0.011
C 3.204 -0.630 1.853 -0.073 -0.005 -0.003
N 1.892 -0.542 1.896 -0.058 -0.209 -0.010
C 1.304 0.655 2.034 0.028 -0.076 0.091
C -0.161 0.693 2.100 -0.259 -0.010 -0.099
N -0.883 -0.459 1.950 0.279 0.567 -0.060
C -2.200 -0.370 2.019 0.092 -0.129 0.053
C -2.902 0.817 2.248 -0.056 0.003 0.005
C -2.198 1.982 2.356 -0.022 0.104 -0.033
C -0.801 1.935 2.267 0.091 0.031 -0.052
H 1.480 12.531 1.449 -0.034 0.048 0.000
H 2.385 11.200 0.703 0.006 -0.020 -0.029
H 2.353 11.378 2.478 0.003 -0.006 0.036
H -1.462 9.261 1.760 0.058 -0.065 -0.001
H -1.458 6.779 2.013 0.004 0.033 -0.010
H 2.821 6.831 2.062 -0.022 0.057 -0.013
H 2.819 9.246 1.808 -0.054 -0.055 -0.002
H 2.709 4.714 2.036 0.025 -0.017 -0.011
H 4.084 2.610 2.141 0.001 -0.030 0.000
H 5.119 0.366 1.938 -0.037 -0.010 -0.025
H 3.619 -1.628 1.737 -0.020 0.066 0.010
H -2.751 -1.288 1.879 -0.020 -0.093 -0.008
H -3.981 0.797 2.312 0.012 -0.026 -0.021
H -2.681 2.943 2.487 0.019 -0.049 0.012
S 0.921 2.748 -0.911 -0.023 -0.134 -0.198
C 0.866 4.235 -1.749 -0.033 0.018 0.068
C 0.908 4.052 -3.096 0.018 -0.034 -0.130
C 0.985 2.679 -3.455 0.019 0.036 -0.198
C 1.002 1.838 -2.379 -0.029 -0.038 0.136
C 1.055 0.367 -2.364 -0.013 0.186 0.075
C 0.836 -0.346 -1.170 -0.066 -0.075 0.149
N 0.875 -1.657 -1.069 -0.037 -0.067 -0.263
C 1.125 -2.396 -2.178 0.020 0.070 0.150
C 1.317 -1.786 -3.423 0.004 -0.031 -0.070
C 1.504 -2.602 -4.592 0.024 0.082 -0.050
C 1.500 -3.945 -4.507 0.020 -0.176 -0.032
C 1.324 -4.605 -3.242 -0.024 0.074 -0.074
C 1.283 -6.001 -3.120 0.038 -0.121 -0.060
C 1.083 -6.599 -1.895 -0.017 -0.148 0.041
C 0.952 -5.734 -0.789 0.000 0.087 0.089
N 0.978 -4.423 -0.877 -0.077 -0.039 -0.163
C 1.149 -3.841 -2.084 0.010 0.048 0.138
C 0.971 -8.056 -1.719 -0.043 0.091 -0.091
C 0.807 -8.761 -0.560 0.039 -0.054 0.189
C 0.683 -10.162 -0.765 0.002 0.050 0.130
C 0.749 -10.497 -2.080 0.010 -0.032 -0.114
S 0.960 -9.126 -3.072 0.024 0.060 -0.059
C 1.292 -0.385 -3.489 0.065 -0.008 -0.190
H 0.792 5.160 -1.195 0.013 -0.067 -0.065
H 0.880 4.863 -3.813 -0.001 -0.071 0.069
H 1.016 2.335 -4.483 -0.019 0.053 0.112
H 0.603 0.191 -0.255 -0.002 -0.058 -0.163
H 1.628 -2.113 -5.551 0.021 0.009 0.043
H 1.623 -4.557 -5.394 0.002 0.049 0.060
H 1.405 -6.609 -4.010 -0.015 0.046 0.000
H 0.816 -6.141 0.210 -0.041 0.031 -0.108
H 0.783 -8.309 0.424 -0.016 -0.042 -0.086
H 0.550 -10.883 0.031 0.016 0.077 -0.064
H 0.686 -11.478 -2.529 0.003 0.082 0.070
H 1.467 0.096 -4.445 -0.017 -0.032 0.015
I -1.642 -4.256 3.270 -0.398 -0.147 0.261
C -3.371 -3.833 2.134 0.313 0.052 0.061
C -4.549 -3.972 2.808 -0.131 -0.009 -0.070
C -5.767 -3.807 2.117 -0.022 -0.022 0.112
C -5.745 -3.537 0.783 0.034 -0.011 -0.085
C -4.521 -3.382 0.082 0.095 -0.018 0.052
C -4.545 -3.148 -1.314 -0.050 0.024 -0.003
C -3.382 -3.021 -2.005 0.062 0.007 -0.042
C -2.149 -3.026 -1.311 0.096 0.110 0.034
C -2.037 -3.208 0.046 -0.143 -0.137 0.354
C -3.262 -3.478 0.758 -0.168 0.020 -0.070
H -4.554 -4.221 3.861 -0.006 -0.033 -0.065
H -6.703 -3.929 2.650 0.071 0.037 -0.053
H -6.669 -3.447 0.223 0.040 0.005 0.032
H -5.504 -3.079 -1.816 0.045 -0.060 0.034
H -3.393 -2.887 -3.081 0.010 0.034 0.066
H -1.264 -2.849 -1.908 -0.014 0.026 -0.004
```
Positions in Å, forces in eV/Å.

For the orbital gap, the calculation gives 6.93 eV. Its total charge is +1. As for the highest occupied orbital energy: -9.786 eV. The calculation puts the relative energy (zero: lowest compared OMol25 entry of this formula, charge and spin) at 0.000 eV. For the total energy, the calculation gives -98374.2109 eV.